Entry 1:
C17H22AuN2OS2 | the ωB97M-V functional and the def2-TZVPD basis

Values from the calculation:
- HOMO energy: -11.219 eV
- Multiplicity: 1
- Energy relative to the best compared isomer or geometry (same formula, charge and spin): 9.2 kcal/mol
- Net charge: +1
- Lowest unoccupied orbital energy: -4.78 eV

Atoms and positions in Å:
1 Au 0.625 -1.077 -0.853
2 S 2.745 -0.171 -0.777
3 S -1.469 -2.058 -1.061
4 O 0.715 -1.373 -2.935
5 N -0.786 1.011 -0.691
6 N 0.550 -0.914 1.216
7 C -4.465 1.396 -1.194
8 C -3.135 1.685 -0.958
9 C 1.904 -0.229 3.180
10 C -3.906 -0.932 -1.384
11 C -2.560 -0.648 -1.148
12 C 4.088 0.724 2.908
13 C 3.987 0.587 1.538
14 C -0.273 2.056 -1.591
15 C -4.848 0.079 -1.410
16 C 1.947 -1.290 -3.711
17 C -0.593 0.012 1.534
18 C -0.532 1.296 0.723
19 C -2.175 0.675 -0.942
20 C 2.837 0.035 0.969
21 C 0.287 -2.262 1.822
22 C 1.806 -0.360 1.796
23 C 3.046 0.313 3.735
24 H -5.199 2.191 -1.209
25 H -0.598 -2.692 1.367
26 H 0.127 -2.143 2.891
27 H 3.124 0.419 4.808
28 H 2.365 -0.307 -3.523
29 H 0.227 -2.186 -3.134
30 H -5.885 -0.164 -1.596
31 H -1.260 2.002 1.136
32 H 1.095 -0.537 3.827
33 H 0.803 2.151 -1.444
34 H -0.738 3.029 -1.410
35 H 2.643 -2.067 -3.406
36 H 1.676 -1.384 -4.759
37 H 4.984 1.151 3.337
38 H -1.517 -0.531 1.342
39 H -0.474 1.761 -2.620
40 H 0.459 1.748 0.811
41 H 1.157 -2.890 1.651
42 H -2.832 2.711 -0.784
43 H -4.211 -1.959 -1.545
44 H -0.540 0.244 2.598
45 H 4.799 0.900 0.895

***

Entry 2:
C17H22BF3N3O6P | the ωB97M-V functional and the def2-TZVPD basis

Values from the calculation:
- HOMO energy: -8.647 eV
- Multiplicity: 1
- Lowest unoccupied orbital energy: -0.71 eV
- SMILES string: CCOB(O)c1cc2c(c(CC)c1[PH2]=O)C(=O)N(CCC(F)=C(F)F)C2=O.NC(N)=O

Atoms and positions in Å:
1 P 1.600 -0.108 1.583
2 F 1.111 -5.536 -4.436
3 F -0.468 -5.069 -5.893
4 F -1.276 -5.337 -2.656
5 O 1.777 -0.625 -4.343
6 O -2.755 0.107 1.557
7 O -2.377 0.611 -4.130
8 O 3.063 0.063 1.421
9 O -0.284 4.264 5.047
10 O -1.161 1.738 2.273
11 N 1.256 5.834 5.602
12 N -0.536 -0.822 -4.369
13 N 0.989 5.166 3.406
14 C 0.596 5.038 4.708
15 C 2.663 -0.873 -1.322
16 C 1.249 -0.374 -1.178
17 C -0.952 -2.189 -4.666
18 C -0.091 -5.026 -4.629
19 C 2.889 -2.228 -0.626
20 C -0.718 0.395 0.080
21 C -1.475 0.463 -1.098
22 C 0.451 -0.288 -2.310
23 C 0.738 -0.612 -3.764
24 C -1.205 -3.057 -3.427
25 C -0.858 -4.486 -3.633
26 C -0.881 0.112 -2.286
27 C -2.530 1.408 4.341
28 C -1.154 1.358 3.665
29 C -1.438 0.037 -3.685
30 C 0.629 -0.012 0.050
31 B -1.547 0.779 1.394
32 H -0.693 0.379 3.811
33 H -1.887 -2.127 -5.218
34 H -0.520 2.080 4.174
35 H -2.925 0.394 4.407
36 H 2.871 -1.025 -2.376
37 H 3.395 -0.160 -0.955
38 H -0.678 -2.731 -2.525
39 H -0.226 -2.613 -5.358
40 H 0.521 4.594 2.728
41 H 3.645 -2.817 -1.143
42 H 1.101 0.865 2.458
43 H 3.221 -2.110 0.401
44 H -2.495 1.865 5.323
45 H 1.291 -1.356 2.177
46 H -3.214 1.920 3.669
47 H -2.273 -2.997 -3.184
48 H 1.981 6.475 5.345
49 H -2.577 -0.837 1.636
50 H -2.519 0.750 -1.089
51 H 1.980 -2.834 -0.626
52 H 1.709 5.793 3.102
53 H 0.988 5.761 6.565

***

Entry 3:
C17H22Cl2IrN3O5 | the ωB97M-V functional and the def2-TZVPD basis

Values from the calculation:
- HOMO energy (alpha / beta): -7.432 / -7.428 eV
- Multiplicity: 1
- Energy relative to the best compared isomer or geometry (same formula, charge and spin): 0.0 kcal/mol
- Lowest unoccupied orbital energy (alpha / beta): -0.22 / -0.22 eV

Atoms and positions in Å:
1 Ir 0.718 0.878 -1.166
2 Cl -2.276 -1.743 -1.971
3 Cl 1.401 1.200 -4.614
4 O -0.494 2.478 -0.503
5 O 2.213 -0.566 -1.553
6 O 2.376 2.153 2.012
7 O -1.383 0.098 1.138
8 O 0.743 -1.857 0.731
9 N -0.567 0.590 -2.380
10 N 4.061 -0.757 -0.214
11 N 2.333 0.817 0.166
12 C 0.416 -1.139 -5.515
13 C -0.147 -1.783 1.828
14 C 4.207 0.699 1.661
15 C 2.916 1.302 1.324
16 C -0.476 -0.346 2.127
17 C -0.447 -0.355 -3.379
18 C 2.877 -0.189 -0.545
19 C 4.711 -0.284 0.905
20 C -1.248 -1.504 -3.353
21 C 0.650 -3.082 0.038
22 C -0.385 -2.266 -5.449
23 C 0.396 -0.212 -4.486
24 C -1.216 -2.453 -4.354
25 C -0.810 2.482 0.902
26 C -1.508 3.059 -1.336
27 C -1.826 1.423 1.290
28 C 4.586 -1.834 -1.043
29 H 1.321 -3.020 -0.817
30 H -1.847 -3.328 -4.272
31 H -1.797 4.014 -0.895
32 H -1.211 3.470 1.142
33 H -2.126 1.616 2.331
34 H 4.711 -1.491 -2.069
35 H 0.938 -3.928 0.674
36 H 0.299 -2.257 2.713
37 H -1.067 3.205 -2.315
38 H 0.141 2.358 1.418
39 H -2.717 1.510 0.667
40 H 3.902 -2.681 -1.040
41 H 5.655 -0.765 1.123
42 H -0.942 -0.283 3.121
43 H -0.363 -2.996 -6.247
44 H 1.070 -0.968 -6.359
45 H -2.366 2.397 -1.432
46 H -0.368 -3.245 -0.330
47 H 5.547 -2.143 -0.641
48 H 4.727 1.053 2.536
49 H 0.436 0.259 2.141
50 H -1.081 -2.306 1.590

***

Entry 4:
C17H22ClN3O2 | the ωB97M-V functional and the def2-TZVPD basis

Values from the calculation:
- HOMO energy: -8.605 eV
- Multiplicity: 1
- Energy relative to the best compared isomer or geometry (same formula, charge and spin): 14.1 kcal/mol
- Lowest unoccupied orbital energy: 0.70 eV
- SMILES string: CCn1cc([C@@H](C)NC(=O)COc2ccc(Cl)cc2C)c(C)n1

Atoms and positions in Å:
1 Cl -4.598 3.782 -5.041
2 O -1.698 -0.068 -1.706
3 O -0.025 -3.176 -1.364
4 N -0.504 -1.505 0.088
5 N 3.399 -0.269 1.748
6 N 2.583 0.692 2.169
7 C -2.806 0.439 -3.819
8 C 2.714 -1.364 1.372
9 C -2.375 0.774 -2.543
10 C 0.242 -2.021 1.224
11 C -2.158 2.405 -0.653
12 C -0.698 -2.262 2.404
13 C -2.631 2.056 -2.030
14 C 0.195 1.073 2.467
15 C 4.825 -0.092 1.790
16 C -3.316 2.968 -2.811
17 C -3.492 1.362 -4.592
18 C -1.345 -1.350 -2.170
19 C -3.743 2.622 -4.084
20 C 1.350 0.224 2.063
21 C -0.544 -2.110 -1.105
22 C 5.426 -0.719 3.046
23 C 1.373 -1.097 1.558
24 H -2.618 -0.540 -4.228
25 H 0.662 -2.977 0.890
26 H 6.500 -0.555 3.066
27 H -0.221 0.728 3.413
28 H -0.593 1.057 1.716
29 H 5.263 -0.542 0.895
30 H -3.518 3.956 -2.429
31 H -2.651 1.769 0.082
32 H -0.132 -2.624 3.258
33 H 4.985 -0.271 3.932
34 H 3.201 -2.242 0.997
35 H -0.725 -1.292 -3.074
36 H -1.205 -1.343 2.686
37 H -2.376 3.443 -0.420
38 H -3.825 1.097 -5.582
39 H 5.012 0.983 1.782
40 H -1.085 2.241 -0.574
41 H -0.940 -0.601 0.177
42 H 5.236 -1.790 3.066
43 H -1.445 -3.006 2.138
44 H 0.541 2.095 2.598
45 H -2.237 -1.949 -2.402

***

Entry 5:
C17H22ClNO3 | the ωB97M-V functional and the def2-TZVPD basis

Values from the calculation:
- HOMO energy: -9.004 eV
- Multiplicity: 1
- Energy relative to the best compared isomer or geometry (same formula, charge and spin): 7.3 kcal/mol
- Lowest unoccupied orbital energy: 0.62 eV
- SMILES string: C[C@@H]1CCC[C@H](C)N1C(=O)COC(=O)Cc1ccc(Cl)cc1

Atoms and positions in Å:
1 Cl -3.463 2.067 -3.056
2 O 0.503 0.099 2.754
3 O -0.481 -1.637 1.721
4 O 2.976 -1.834 2.182
5 N 2.167 -0.916 0.294
6 C 3.138 -1.430 -2.136
7 C 3.788 -0.244 -1.435
8 C -0.476 -0.450 2.334
9 C -2.256 1.963 0.739
10 C -1.888 0.114 2.403
11 C 2.049 -1.649 1.417
12 C 0.689 0.719 -0.812
13 C 3.633 1.018 0.779
14 C -2.303 0.609 1.045
15 C 0.731 -2.390 1.697
16 C -2.713 -0.289 0.065
17 C 1.617 -1.286 -2.080
18 C -3.020 1.508 -1.480
19 C 3.487 -0.322 0.062
20 C -2.616 2.419 -0.517
21 C 1.138 -0.743 -0.713
22 C -3.071 0.152 -1.195
23 H 0.264 -1.319 -0.403
24 H 3.464 -1.492 -3.175
25 H 0.494 1.118 0.180
26 H 3.446 -2.349 -1.632
27 H -0.229 0.777 -1.392
28 H 1.156 -2.254 -2.281
29 H 0.575 -3.171 0.947
30 H 4.194 -1.022 0.527
31 H 0.868 -2.859 2.678
32 H 1.288 -0.598 -2.860
33 H -2.581 3.471 -0.750
34 H 1.439 1.337 -1.295
35 H 3.361 0.897 1.824
36 H 4.869 -0.259 -1.576
37 H 2.997 1.781 0.339
38 H 4.667 1.350 0.722
39 H -3.389 -0.547 -1.952
40 H -1.936 2.671 1.488
41 H 3.414 0.687 -1.863
42 H -2.557 -0.682 2.732
43 H -2.749 -1.343 0.292
44 H -1.890 0.928 3.128

***

Entry 6:
C17H22FeI2N2O3S2V | the ωB97M-V functional and the def2-TZVPD basis

Values from the calculation:
- HOMO energy (alpha / beta): -20.510 / -20.506 eV
- Multiplicity: 8
- Net charge: +4
- Lowest unoccupied orbital energy (alpha / beta): -15.46 / -17.41 eV
- ⟨S²⟩: 15.814

Atoms and positions in Å:
1 I 0.812 -2.381 -3.987
2 I 0.528 -3.583 -1.649
3 Fe 0.163 -1.204 0.300
4 V 0.417 1.148 -0.881
5 S -1.349 -0.193 -1.098
6 S 2.095 -0.061 0.018
7 O -0.795 3.624 -2.426
8 O 0.056 2.799 1.670
9 O 2.088 2.580 -3.297
10 N -0.539 -0.620 2.082
11 N 1.457 -0.900 6.440
12 C -1.116 0.516 4.540
13 C -3.938 -0.326 -2.473
14 C -4.325 -0.567 0.012
15 C -3.662 0.233 -1.088
16 C -0.056 -0.365 4.409
17 C -3.954 1.719 -1.012
18 C 3.879 -0.405 -2.368
19 C -1.866 0.821 3.420
20 C 5.074 -0.120 -0.211
21 C 3.827 -2.293 -0.731
22 C 0.222 -0.929 3.160
23 C 3.917 -0.823 -0.916
24 C -0.386 2.600 -2.021
25 C -1.541 0.268 2.197
26 C 0.261 2.160 0.705
27 C 1.594 1.861 -2.512
28 C 0.776 -0.648 5.525
29 H 1.012 -1.658 2.985
30 H 4.797 -0.792 -2.834
31 H 3.867 0.680 -2.482
32 H 4.948 0.972 -0.229
33 H -4.057 -1.632 -0.109
34 H 3.690 -2.590 0.297
35 H -3.648 -1.380 -2.491
36 H -2.700 1.501 3.485
37 H 4.700 -2.794 -1.158
38 H 2.999 -0.803 -2.879
39 H -4.021 -0.236 1.021
40 H -3.524 2.256 -1.876
41 H -5.062 1.858 -1.044
42 H 5.184 -0.390 0.843
43 H -3.597 2.198 -0.082
44 H -1.355 0.953 5.500
45 H 6.017 -0.363 -0.734
46 H -2.060 0.529 1.275
47 H -5.431 -0.455 -0.094
48 H -3.340 0.199 -3.230
49 H -5.007 -0.261 -2.748
50 H 2.949 -2.703 -1.226

***

Entry 7:
C17H22IO9P2RhS2 | the ωB97M-V functional and the def2-TZVPD basis

Values from the calculation:
- HOMO energy (alpha / beta): -9.314 / -9.266 eV
- Multiplicity: 1
- Energy relative to the best compared isomer or geometry (same formula, charge and spin): 0.0 kcal/mol
- Lowest unoccupied orbital energy (alpha / beta): -1.86 / -1.46 eV

Atoms and positions in Å:
1 I -0.587 1.205 3.968
2 Rh 0.775 0.986 0.666
3 S -2.587 1.003 -0.097
4 S 0.811 -2.628 -0.256
5 P 3.442 1.877 0.144
6 P 1.298 3.806 -0.321
7 O 1.759 3.466 -1.848
8 O -1.438 0.512 0.720
9 O 0.535 -1.174 -0.331
10 O 4.146 1.427 1.344
11 O 2.520 3.176 0.528
12 O 0.063 2.981 0.009
13 O 1.201 5.258 -0.152
14 O 4.403 2.418 -1.000
15 O 2.509 0.861 -0.534
16 C 1.593 -4.258 1.825
17 C -2.796 2.481 -2.344
18 C 1.146 1.664 2.854
19 C -1.946 1.616 -1.674
20 C 1.020 -2.379 3.793
21 C -0.699 1.300 -2.179
22 C 1.783 -4.573 3.159
23 C -1.147 2.723 -4.064
24 C -2.396 3.033 -3.547
25 C -0.884 -3.452 -0.298
26 C -2.375 -1.618 -1.188
27 C 0.846 -2.055 2.458
28 C -0.307 1.855 -3.387
29 C 1.492 -3.636 4.140
30 C -2.001 -2.473 0.025
31 C 1.111 -3.002 1.491
32 C -3.373 -0.531 -0.827
33 H -2.805 -2.254 -1.967
34 H -1.693 -1.818 0.842
35 H -0.839 -4.275 0.411
36 H 0.667 1.616 -3.785
37 H -0.996 -3.854 -1.305
38 H -3.920 -0.178 -1.698
39 H -4.080 -0.892 -0.081
40 H 1.236 2.744 2.794
41 H -1.470 -1.172 -1.599
42 H 3.887 2.656 -1.774
43 H -0.009 0.650 -1.646
44 H -3.050 3.714 -4.070
45 H 1.806 -4.979 1.049
46 H -2.877 -3.032 0.364
47 H -3.758 2.717 -1.914
48 H 1.631 -3.891 5.179
49 H 0.779 -1.655 4.556
50 H 2.159 -5.549 3.430
51 H 2.019 1.174 3.276
52 H 0.493 -1.068 2.158
53 H -0.827 3.166 -4.996
54 H 1.729 4.308 -2.304

***

Entry 8:
C17H22N2O3 | the ωB97M-V functional and the def2-TZVPD basis

Values from the calculation:
- HOMO energy: -7.850 eV
- Multiplicity: 1
- Energy relative to the best compared isomer or geometry (same formula, charge and spin): 20.8 kcal/mol
- Lowest unoccupied orbital energy: 0.61 eV
- SMILES string: CCCCC(=O)NCCc1cc2ccc(OC)cc2[nH]c1=O

Atoms and positions in Å:
1 O 1.424 0.059 -1.839
2 O -2.059 0.596 0.074
3 O 2.032 -0.661 5.176
4 N -1.762 1.105 -2.102
5 N 1.589 -0.123 0.398
6 C -1.336 2.463 -1.863
7 C 1.700 0.020 4.050
8 C 1.457 0.332 1.679
9 C 0.681 1.890 -0.518
10 C -0.671 -1.996 -2.956
11 C -2.637 -1.083 -1.545
12 C 1.241 0.567 -0.741
13 C -2.103 0.267 -1.095
14 C 0.558 2.379 0.737
15 C 1.193 1.316 4.258
16 C -1.443 -2.110 -4.266
17 C -1.548 -2.151 -1.714
18 C 0.189 2.619 -1.731
19 C 0.946 1.626 1.881
20 C 1.830 -0.467 2.762
21 C 0.824 2.096 3.196
22 C 2.530 -1.971 5.053
23 H -3.202 -0.969 -2.470
24 H -1.699 3.087 -2.685
25 H 1.956 -1.056 0.248
26 H -0.126 -1.052 -2.915
27 H -2.150 -1.293 -4.395
28 H 1.802 -2.633 4.574
29 H -0.912 -2.135 -0.826
30 H 0.138 3.363 0.895
31 H 0.677 2.202 -2.614
32 H -3.321 -1.416 -0.762
33 H 3.469 -1.993 4.491
34 H 0.422 3.683 -1.659
35 H -0.754 -2.089 -5.107
36 H -1.809 2.778 -0.930
37 H 2.215 -1.456 2.567
38 H 1.103 1.665 5.274
39 H 2.712 -2.314 6.070
40 H -1.629 0.730 -3.027
41 H 0.429 3.087 3.361
42 H -2.039 -3.127 -1.753
43 H -1.998 -3.046 -4.301
44 H 0.079 -2.790 -2.930

***

Entry 9:
C17H22N2O3 | the ωB97M-V functional and the def2-TZVPD basis

Values from the calculation:
- HOMO energy: -7.918 eV
- Multiplicity: 1
- Energy relative to the best compared isomer or geometry (same formula, charge and spin): 22.6 kcal/mol
- Lowest unoccupied orbital energy: 0.66 eV
- SMILES string: CCOC(=O)CCC(=O)NCc1ccc2c(c1)cc(C)n2C

Atoms and positions in Å:
1 O 2.530 1.584 0.219
2 O 0.630 2.313 2.734
3 O 4.238 2.145 1.569
4 N -1.975 -1.899 -2.980
5 N -0.107 0.184 2.595
6 C 2.618 2.822 -0.493
7 C 1.325 3.602 -0.321
8 C -2.407 -4.273 -3.605
9 C -1.606 -0.096 0.701
10 C -2.194 -3.287 -1.234
11 C -1.475 0.726 -0.425
12 C 0.833 1.121 2.835
13 C 2.987 0.138 2.010
14 C -1.580 0.228 -1.705
15 C -1.429 0.488 2.079
16 C -2.200 -3.201 -2.597
17 C 2.176 0.535 3.254
18 C -1.820 -1.132 -1.858
19 C 3.344 1.405 1.256
20 C -1.955 -1.981 -0.729
21 C -1.844 -1.448 0.553
22 C -1.917 -1.447 -4.340
23 H 2.796 2.571 -1.543
24 H -1.096 -1.931 -4.877
25 H -1.543 -4.361 -4.264
26 H 0.149 -0.791 2.620
27 H 0.510 3.094 -0.829
28 H -2.178 0.082 2.767
29 H 3.909 -0.355 2.319
30 H -3.281 -4.064 -4.222
31 H -1.293 1.778 -0.273
32 H -2.558 -5.224 -3.101
33 H -1.478 0.887 -2.555
34 H -1.510 1.577 2.060
35 H 3.471 3.385 -0.101
36 H -1.952 -2.089 1.417
37 H -2.344 -4.176 -0.655
38 H 2.728 1.294 3.810
39 H -2.852 -1.670 -4.862
40 H 1.438 4.600 -0.736
41 H 2.025 -0.337 3.893
42 H 1.083 3.676 0.738
43 H 2.408 -0.520 1.361
44 H -1.758 -0.372 -4.356

***

Entry 10:
C17H22N3 | the ωB97M-V functional and the def2-TZVPD basis

Values from the calculation:
- HOMO energy: -11.095 eV
- Multiplicity: 1
- Energy relative to the best compared isomer or geometry (same formula, charge and spin): 67.3 kcal/mol
- Net charge: +1
- Lowest unoccupied orbital energy: -4.32 eV

Atoms and positions in Å:
1 N -0.722 -2.216 -1.451
2 N -0.094 -0.837 2.183
3 N -0.832 -2.959 -0.245
4 C 1.159 1.015 2.700
5 C 2.313 1.635 3.178
6 C -0.231 1.369 2.807
7 C -2.983 1.363 3.107
8 C -0.363 -2.159 2.164
9 C 2.403 -1.035 2.196
10 C -1.823 -1.318 -1.738
11 C -2.169 -3.568 -0.221
12 C 3.507 0.907 3.199
13 C -2.377 0.250 2.498
14 C 0.255 -3.959 -0.219
15 C 1.225 -0.309 2.225
16 C -2.223 2.463 3.539
17 C -0.836 2.488 3.371
18 C -0.993 0.240 2.428
19 C -1.525 -2.716 2.881
20 C 3.555 -0.409 2.707
21 H 0.192 -1.767 -1.434
22 H 2.402 -2.051 1.805
23 H -2.476 -2.481 2.389
24 H -1.420 -3.812 2.905
25 H -0.201 3.324 3.672
26 H 0.543 -2.764 2.213
27 H -1.557 -2.388 3.936
28 H 2.235 2.654 3.554
29 H 4.498 -0.951 2.723
30 H -2.707 3.319 4.013
31 H -0.146 -4.984 -0.293
32 H -4.061 1.387 3.257
33 H 0.838 -3.893 0.705
34 H -1.803 -1.127 -2.818
35 H -2.107 -4.577 0.215
36 H -1.695 -0.352 -1.225
37 H 4.412 1.372 3.595
38 H -2.852 -2.947 0.374
39 H 0.952 -3.760 -1.042
40 H -2.796 -1.763 -1.487
41 H -2.522 -3.624 -1.262
42 H -2.954 -0.576 2.095

***

no.,E_tot (a.u.)
1,-1777.5601
2,-1942.5265
3,-2226.0981
4,-1435.9572
5,-1401.7032
6,-4593.9662
7,-3225.6192
8,-996.2798
9,-996.2769
10,-824.9390